Entry one
DFT (the ωB97M-V functional and the def2-TZVPD basis) results for a cluster of 2 separate species, C5H14N2O in total.

Computed properties:
Gap between HOMO and LUMO ... 9.5 eV
Highest occupied orbital energy ... -8.49 eV
SMILES ... C/C=C/N.NCCO

CARTESIAN COORDINATES (ANGSTROEM)
O: -0.046 1.653 1.253
N: 3.103 1.193 -0.568
N: -2.655 0.248 0.727
C: -2.067 -0.993 0.427
C: -1.372 -1.299 -0.657
C: 1.123 0.970 0.811
C: -0.655 -2.600 -0.851
C: 1.750 1.714 -0.347
H: 0.424 -2.458 -0.867
H: 3.675 1.364 0.252
H: -3.501 0.155 1.273
H: -0.786 1.035 1.262
H: 3.540 1.680 -1.340
H: -2.178 -1.740 1.210
H: -1.270 -0.545 -1.431
H: -2.825 0.843 -0.072
H: 0.876 -0.049 0.506
H: 1.820 0.896 1.652
H: -0.939 -3.071 -1.789
H: 1.178 1.506 -1.251
H: 1.711 2.788 -0.157
H: -0.904 -3.290 -0.044


Entry two
DFT (the ωB97M-V functional and the def2-TZVPD basis) results for a cluster of 2 separate species, C5H14N2O in total.

Computed properties:
Gap between HOMO and LUMO ... 9.1 eV
Highest occupied orbital energy ... -8.68 eV
SMILES ... CCCC/N=C\N.O

CARTESIAN COORDINATES (ANGSTROEM)
O: -0.091 2.715 -1.557
N: 2.454 0.594 -1.263
N: 1.922 -1.083 0.310
C: -2.536 -1.127 0.638
C: -1.433 -0.628 1.571
C: -0.258 0.002 0.826
C: 2.745 -0.328 -0.265
C: 0.516 -1.064 0.005
H: 3.797 -0.448 -0.016
H: 0.314 -0.902 -1.051
H: 0.407 0.481 1.540
H: -1.102 -1.408 2.267
H: -1.826 0.122 2.275
H: -0.917 2.793 -2.058
H: 1.479 0.818 -1.409
H: -2.893 -2.121 0.876
H: -2.178 -1.302 -0.377
H: 3.038 1.411 -1.301
H: 0.142 -2.057 0.245
H: 0.512 3.278 -2.055
H: -3.402 -0.471 0.669
H: -0.693 0.725 0.127


Entry three
DFT (the ωB97M-V functional and the def2-TZVPD basis) results for a cluster of 2 separate species, C5H14N2O in total.

Computed properties:
Gap between HOMO and LUMO ... 8.1 eV
Highest occupied orbital energy ... -7.15 eV

CARTESIAN COORDINATES (ANGSTROEM)
O: -0.673 -1.421 -0.469
N: 0.946 0.008 2.084
N: 1.640 0.497 -0.002
C: -1.498 0.699 -1.315
C: 1.917 0.004 1.170
C: -1.065 -0.080 -0.076
C: 2.510 0.289 -1.139
C: -2.254 -0.186 0.876
H: -0.691 0.765 -2.049
H: -1.421 -1.861 -0.901
H: 2.695 1.238 -1.647
H: 3.471 -0.144 -0.839
H: -1.795 1.717 -1.052
H: -3.126 -0.653 0.388
H: -2.563 0.798 1.236
H: 2.826 -0.574 1.349
H: 2.030 -0.402 -1.832
H: 0.406 0.414 -0.112
H: -2.017 -0.811 1.742
H: 1.016 -0.645 2.849
H: 0.003 0.125 1.559
H: -2.356 0.223 -1.818


Most stable structure: entry two


Entry one
DFT (the ωB97M-V functional and the def2-TZVPD basis) results for a cluster of 2 separate species, C5H14N2O in total.

Computed properties:
Gap between HOMO and LUMO ... 8.4 eV
Highest occupied orbital energy ... -7.79 eV
SMILES ... C=C(C)O.CC(N)N

CARTESIAN COORDINATES (ANGSTROEM)
O: 1.074 1.574 0.265
N: 1.524 -1.390 0.087
N: 0.077 -0.855 1.847
C: 0.066 1.650 -1.898
C: -0.580 -2.587 0.299
C: 0.168 -1.274 0.497
C: -1.264 2.036 0.175
C: -0.168 1.468 -0.417
H: -0.619 -2.869 -0.750
H: 1.957 -0.469 0.043
H: 0.972 -0.468 2.171
H: -2.117 2.313 -0.415
H: -0.052 -3.389 0.822
H: 0.912 1.992 1.121
H: -0.849 1.875 -2.431
H: -0.383 -0.273 -0.196
H: 0.495 0.744 -2.313
H: 1.632 -1.861 -0.800
H: -0.622 -0.135 2.002
H: -1.572 -2.517 0.721
H: 0.762 2.464 -2.072
H: -1.415 1.972 1.243


Entry two
DFT (the ωB97M-V functional and the def2-TZVPD basis) results for the molecule C5H14N2O.

Computed properties:
Gap between HOMO and LUMO ... 9.7 eV
Highest occupied orbital energy ... -8.74 eV
SMILES ... NCCNCCCO

CARTESIAN COORDINATES (ANGSTROEM)
O: 3.967 0.064 -0.525
N: -3.462 -0.050 0.643
N: -0.432 -0.202 0.647
C: 0.530 -1.124 0.143
C: 1.570 -0.555 -0.823
C: -1.250 0.537 -0.403
C: -2.421 1.011 0.465
C: 2.640 0.365 -0.151
H: -3.010 -0.835 1.114
H: 1.240 0.017 -1.699
H: -3.993 0.311 1.437
H: -1.485 -0.072 -1.275
H: 1.181 -1.483 0.931
H: 2.127 -1.389 -1.298
H: 4.084 -0.264 -1.417
H: 2.736 0.283 0.945
H: -0.535 1.335 -0.664
H: -2.990 1.784 -0.056
H: -2.054 1.462 1.383
H: -0.991 -0.553 1.402
H: 2.409 1.381 -0.432
H: 0.138 -2.023 -0.367


Entry three
DFT (the ωB97M-V functional and the def2-TZVPD basis) results for the molecule C5H14N2O.

Computed properties:
Gap between HOMO and LUMO ... 9.7 eV
Highest occupied orbital energy ... -8.84 eV
SMILES ... CNCC[C@H](N)CO

CARTESIAN COORDINATES (ANGSTROEM)
O: 3.342 0.356 -0.600
N: -2.377 0.123 0.153
N: 1.943 -1.929 0.686
C: -0.081 -0.610 0.471
C: -1.045 0.147 -0.430
C: 2.133 0.482 0.139
C: 1.335 -0.798 -0.042
C: -3.266 1.132 -0.407
H: -3.085 2.097 0.081
H: 2.952 -1.812 0.693
H: -1.058 -0.347 -1.416
H: 3.726 1.218 -0.776
H: -3.144 1.272 -1.489
H: 1.558 1.356 -0.209
H: 2.363 0.663 1.189
H: 1.661 -1.858 1.660
H: 1.412 -1.055 -1.096
H: -2.768 -0.803 0.037
H: -0.756 1.197 -0.549
H: -0.507 -1.596 0.658
H: -4.306 0.884 -0.196
H: -0.033 -0.121 1.443


Entry four
DFT (the ωB97M-V functional and the def2-TZVPD basis) results for a cluster of 2 separate species, C5H14N2O in total.

Computed properties:
Gap between HOMO and LUMO ... 6.3 eV
Highest occupied orbital energy ... -6.32 eV

CARTESIAN COORDINATES (ANGSTROEM)
O: -2.306 -1.440 1.017
N: 0.708 1.031 -0.883
N: 0.559 -0.950 -2.004
C: 1.419 2.212 -0.418
C: -0.080 -0.716 1.460
C: 1.133 0.195 -1.787
C: -1.151 -1.203 0.482
C: -0.528 0.575 2.136
H: -1.550 0.423 2.487
H: -0.270 -1.205 -1.459
H: 0.005 -1.518 2.192
H: -0.605 1.397 1.417
H: 0.784 3.085 -0.525
H: 0.107 0.883 2.952
H: 1.668 2.085 0.617
H: -0.091 0.712 -0.321
H: -1.231 -0.375 -0.337
H: 2.328 2.350 -0.997
H: 0.839 -1.541 -2.759
H: 2.003 0.456 -2.369
H: 0.905 -0.612 0.977
H: -0.674 -2.094 -0.056


Most stable structure: entry three


Entry one
DFT (the ωB97M-V functional and the def2-TZVPD basis) results for the molecule C5H14N2O.

Computed properties:
Gap between HOMO and LUMO ... 9.2 eV
Highest occupied orbital energy ... -8.40 eV
SMILES ... CN[C@H](C)CNCO

CARTESIAN COORDINATES (ANGSTROEM)
O: -1.905 0.518 1.114
N: -1.217 -0.740 -0.804
N: 1.434 -0.393 0.851
C: -0.248 0.314 -1.088
C: -2.316 -0.286 -0.009
C: 1.223 0.198 -0.491
C: 0.937 -1.722 1.130
C: 1.517 1.719 -0.359
H: -0.747 1.291 -1.041
H: -0.135 0.362 -2.243
H: -3.092 0.220 -0.600
H: 0.880 0.248 1.440
H: 1.187 2.230 -1.285
H: 2.579 1.945 -0.161
H: -1.903 1.428 0.782
H: -0.694 -1.568 -0.642
H: 1.581 -2.184 1.907
H: -2.766 -1.195 0.439
H: 0.905 2.183 0.436
H: 1.898 -0.234 -1.236
H: 0.977 -2.520 0.367
H: -0.094 -1.813 1.492


Entry two
DFT (the ωB97M-V functional and the def2-TZVPD basis) results for a cluster of 2 separate species, C5H14N2O in total.

Computed properties:
Gap between HOMO and LUMO ... 9.4 eV
Highest occupied orbital energy ... -8.69 eV
SMILES ... [H]/N=C(/C)N(C)O.CC

CARTESIAN COORDINATES (ANGSTROEM)
O: -0.040 1.598 1.385
N: 2.265 0.096 1.480
N: 0.521 1.054 0.228
C: 2.310 -0.164 -0.894
C: 0.054 1.639 -1.005
C: 1.710 0.356 0.377
C: -1.244 -1.562 0.576
C: -2.520 -1.068 -0.088
H: -0.039 0.869 -1.770
H: -0.712 0.914 1.716
H: 3.189 -0.743 -0.630
H: -3.363 -1.164 0.591
H: -0.926 2.076 -0.822
H: -0.409 -1.541 -0.117
H: 0.722 2.429 -1.363
H: -2.429 -0.020 -0.370
H: 1.607 -0.796 -1.433
H: 2.605 0.658 -1.542
H: -1.008 -0.896 1.467
H: 1.796 0.503 2.286
H: -2.732 -1.644 -0.986
H: -1.357 -2.592 0.913


Entry three
DFT (the ωB97M-V functional and the def2-TZVPD basis) results for a cluster of 3 separate species, C5H14N2O in total.

Computed properties:
Gap between HOMO and LUMO ... 10.4 eV
Highest occupied orbital energy ... -9.41 eV
SMILES ... C[C@H](N)CO.C#N.C

CARTESIAN COORDINATES (ANGSTROEM)
O: 0.840 -1.900 0.753
N: 1.242 0.904 1.093
N: -1.515 -0.308 -0.026
C: 1.904 -1.272 0.077
C: 1.658 0.233 -0.138
C: -1.731 0.743 0.404
C: 2.887 0.910 -0.730
C: -4.457 -0.212 -0.461
H: 3.753 0.769 -0.083
H: 0.692 0.253 1.648
H: 3.124 0.486 -1.704
H: -1.437 1.657 0.871
H: -4.145 -0.964 0.247
H: -3.876 -0.273 -1.368
H: 0.824 0.337 -0.844
H: 2.063 1.114 1.653
H: 2.784 -1.423 0.710
H: 0.015 -1.721 0.279
H: 2.097 -1.754 -0.892
H: -3.916 0.746 0.037
H: 2.710 1.977 -0.844
H: -5.514 -0.304 -0.681


Entry four
DFT (the ωB97M-V functional and the def2-TZVPD basis) results for the molecule C5H14N2O.

Computed properties:
Gap between HOMO and LUMO ... 9.2 eV
Highest occupied orbital energy ... -8.20 eV
SMILES ... CC(C)N(O)[C@H](C)N

CARTESIAN COORDINATES (ANGSTROEM)
O: -0.936 -0.387 1.768
N: -0.589 0.395 0.610
N: -0.902 -1.754 -0.338
C: -0.858 -0.350 -0.550
C: -2.506 0.181 -0.964
C: 1.996 -0.572 0.583
C: 1.562 1.791 -0.159
C: 1.107 0.649 0.731
H: -0.984 -2.261 -1.215
H: -3.039 -0.679 -1.377
H: -0.254 -2.180 0.309
H: 3.025 -0.341 0.895
H: 2.587 2.097 0.092
H: 1.159 0.998 1.768
H: 0.932 2.677 -0.033
H: -3.106 0.521 -0.118
H: 1.676 -1.383 1.242
H: -0.286 -0.058 -1.429
H: -2.398 0.950 -1.730
H: 1.562 1.506 -1.217
H: -1.768 -0.859 1.579
H: 2.019 -0.940 -0.447


Most stable structure: entry three